Model P:
The following is a DFT calculation (ωB97M-V/def2-TZVPD) of a cluster of 2 separate species, C4H14N3 in total.

Values from the calculation:
Lowest unoccupied orbital energy = -3.51 eV
Gap between HOMO and LUMO = 11.10 eV
HOMO energy = -0.5369 Ha

Structure (ORCA input):
```
! wB97M-V def2-TZVPD RIJCOSX def2/J DEFGRID3
* xyz 1 1
C -0.489 -2.320 1.026
C -0.324 -0.806 -0.749
N -1.127 -1.433 0.157
N 1.001 -0.923 -1.006
N -1.060 -0.034 -1.692
H -1.985 -1.116 0.510
H 1.667 -1.179 -0.280
H 1.469 -0.530 -1.870
H -1.899 -0.528 -2.131
H -0.431 0.585 -2.405
H 0.438 -2.014 1.609
H -0.414 -3.284 0.503
H -1.127 -2.430 1.933
C -0.079 1.892 1.019
C 1.203 2.065 0.168
H -0.021 2.621 1.787
H -0.897 2.031 0.414
H -0.142 0.805 1.224
H 1.163 1.256 -0.566
H 2.076 2.301 0.766
H 0.980 3.043 -0.419
*
```

---

Model Q:
The following is a DFT calculation (ωB97M-V/def2-TZVPD) of a cluster of 2 separate species, C4H14N3 in total.

Values from the calculation:
Lowest unoccupied orbital energy = -3.22 eV
Gap between HOMO and LUMO = 11.71 eV
HOMO energy = -0.5485 Ha

Structure (ORCA input):
```
! wB97M-V def2-TZVPD RIJCOSX def2/J DEFGRID3
* xyz 1 1
C 1.435 -2.229 -0.561
C 0.654 -0.139 -1.505
N 1.282 -0.783 -0.533
N -0.081 -0.789 -2.424
N 0.421 1.225 -1.503
H 1.882 -0.224 0.081
H -0.053 -1.769 -2.640
H -0.679 -0.248 -3.024
H 0.659 1.615 -0.591
H -0.532 1.527 -1.686
H 0.605 -2.689 -1.085
H 1.596 -2.631 0.448
H 2.394 -2.550 -1.007
C -1.649 0.877 2.526
C -0.707 1.557 1.518
H -1.734 -0.208 2.213
H -1.185 0.820 3.500
H -2.625 1.355 2.577
H -0.479 2.533 1.942
H -1.342 1.748 0.626
H 0.139 1.001 1.128
*
```

---

Unit: hartree. Relative energies: model P 0.0502; model Q 0.0000.

---

Model P:
The following is a DFT calculation (ωB97M-V/def2-TZVPD) of an isolated molecule of C6H8OS.

Values from the calculation:
Lowest unoccupied orbital energy = 0.15 eV
SMILES string = S=C1[C@@H]2COC[C@H]1C2
Gap between HOMO and LUMO = 8.67 eV
HOMO energy = -0.3132 Ha

Structure (ORCA input):
```
! wB97M-V def2-TZVPD RIJCOSX def2/J DEFGRID3
* xyz 0 1
S -2.921 -0.639 0.007
C -1.401 -0.121 -0.001
C -0.414 0.325 -1.055
C 0.675 -0.767 -1.189
O 0.837 -1.485 0.020
C 0.672 -0.740 1.206
C -0.422 0.343 1.064
C 0.045 1.361 -0.019
H -0.809 0.620 -2.014
H 1.585 -0.291 -1.498
H 0.384 -1.500 -1.956
H 0.382 -1.423 1.998
H 1.596 -0.250 1.493
H -0.806 0.668 2.000
H 1.120 1.616 -0.021
H -0.521 2.283 -0.035
*
```

---

Model Q:
The following is a DFT calculation (ωB97M-V/def2-TZVPD) of an isolated molecule of C6H8OS.

Values from the calculation:
Lowest unoccupied orbital energy = 0.06 eV
SMILES string = O[C@@H]1CC(=S)[C@@H]2C[C@@H]12
Gap between HOMO and LUMO = 8.45 eV
HOMO energy = -0.3083 Ha

Structure (ORCA input):
```
! wB97M-V def2-TZVPD RIJCOSX def2/J DEFGRID3
* xyz 0 1
O 1.806 -1.424 -0.576
C 0.905 -0.597 0.113
C -0.458 -1.387 0.327
C -1.558 -0.296 0.134
S -3.077 -0.647 -0.353
C -0.813 0.900 0.352
C -0.114 2.038 -0.172
C 0.396 0.642 -0.605
H 2.860 -1.162 -0.202
H 1.418 -0.402 1.131
H -0.479 -2.076 -0.512
H -0.433 -2.032 1.247
H -0.449 0.848 1.362
H 0.418 2.793 0.407
H -0.425 2.454 -1.115
H 0.003 0.347 -1.539
*
```

---

Model R:
The following is a DFT calculation (ωB97M-V/def2-TZVPD) of a structure of composition C6H8OS.

Values from the calculation:
Lowest unoccupied orbital energy = -0.31 eV
Gap between HOMO and LUMO = 7.88 eV
HOMO energy = -0.3009 Ha

Structure (ORCA input):
```
! wB97M-V def2-TZVPD RIJCOSX def2/J DEFGRID3
* xyz 0 1
C 0.494 -0.878 0.406
C 0.540 0.342 1.306
C 1.788 1.075 1.079
C -0.835 -1.409 0.452
C -1.923 -0.693 0.334
C -1.936 0.807 -0.238
H 0.461 0.498 -1.409
H 1.086 -1.589 0.848
H -0.515 0.782 1.989
H 1.844 2.025 1.616
H 2.863 0.836 0.300
H -1.096 -2.467 0.301
H -2.950 -1.055 0.614
H -2.992 1.284 -0.026
O -1.110 1.408 -0.908
S 1.338 -0.440 -1.063
*
```

---

Model S:
The following is a DFT calculation (ωB97M-V/def2-TZVPD) of an isolated molecule of C6H8OS.

Values from the calculation:
Lowest unoccupied orbital energy = -0.63 eV
SMILES string = C=C/C=C\[C@H](O)C=S
Gap between HOMO and LUMO = 8.32 eV
HOMO energy = -0.3288 Ha

Structure (ORCA input):
```
! wB97M-V def2-TZVPD RIJCOSX def2/J DEFGRID3
* xyz 0 1
C 1.972 -1.592 -0.547
C 2.515 -0.430 -0.106
C 1.869 0.666 0.644
C 0.667 1.137 0.586
C -0.429 0.862 -0.342
O -0.940 2.153 -0.706
C -1.462 0.105 0.408
S -1.836 -1.460 0.143
H 2.587 -2.376 -0.944
H 0.890 -1.776 -0.518
H 3.536 -0.264 -0.306
H 2.552 1.024 1.400
H 0.413 1.975 1.195
H -0.150 0.310 -1.271
H -1.749 2.045 -1.223
H -1.978 0.706 1.161
*
```

---

Unit: hartree. Relative energies: model P 0.0000; model Q 0.1121; model R 0.1558; model S 0.0269.

---

Model P:
The following is a DFT calculation (ωB97M-V/def2-TZVPD) of an isolated molecule of C6H8OS.

Values from the calculation:
Lowest unoccupied orbital energy = 0.87 eV
SMILES string = O=C[C@H]1SC[C@H]2C[C@@H]21
Gap between HOMO and LUMO = 9.63 eV
HOMO energy = -0.3219 Ha

Structure (ORCA input):
```
! wB97M-V def2-TZVPD RIJCOSX def2/J DEFGRID3
* xyz 0 1
O 3.235 0.591 0.608
C 2.195 1.151 0.356
C 1.041 0.493 -0.358
S 1.264 -1.417 -0.533
C -0.545 -1.836 -0.198
C -1.118 -0.434 -0.433
C -1.770 0.765 0.235
C -0.263 0.469 0.365
H 2.066 2.243 0.659
H 1.041 0.824 -1.345
H -0.528 -2.140 0.874
H -0.839 -2.649 -0.830
H -1.137 -0.260 -1.500
H -2.326 0.746 1.190
H -2.205 1.484 -0.465
H -0.112 -0.031 1.374
*
```

---

Model Q:
The following is a DFT calculation (ωB97M-V/def2-TZVPD) of a structure of composition C6H8OS.

Values from the calculation:
Lowest unoccupied orbital energy = 0.74 eV
Gap between HOMO and LUMO = 9.89 eV
HOMO energy = -0.3364 Ha

Structure (ORCA input):
```
! wB97M-V def2-TZVPD RIJCOSX def2/J DEFGRID3
* xyz 0 1
C -0.029 -0.269 -0.765
C 1.361 -0.186 -0.089
C 1.155 0.704 1.146
C 0.346 -0.555 1.501
C -0.815 -0.492 0.527
C -2.117 -0.597 0.730
H 0.130 1.044 -2.736
H -0.069 -1.135 -1.430
H 2.216 -0.110 -0.737
H 0.628 1.646 1.010
H 2.089 0.778 1.736
H 0.150 -0.887 2.540
H -2.501 -0.796 1.727
H -2.856 -0.536 -0.079
O 1.323 -1.350 0.770
S -0.611 1.198 -1.656
*
```

---

Unit: hartree. Relative energies: model P 0.0441; model Q 0.0000.

---

Model P:
The following is a DFT calculation (ωB97M-V/def2-TZVPD) of a cluster of 10 separate species, C20H60O20 in total.

Values from the calculation:
Lowest unoccupied orbital energy = 0.15 eV
SMILES string = OCCO.OCCO.OCCO.OCCO.OCCO.OCCO.OCCO.OCCO.OCCO.OCCO
Gap between HOMO and LUMO = 9.91 eV
HOMO energy = -0.3588 Ha

Structure (ORCA input):
```
! wB97M-V def2-TZVPD RIJCOSX def2/J DEFGRID3
* xyz 0 1
O -5.921 0.136 -5.256
C -6.894 0.046 -4.238
C -8.309 0.474 -4.804
O -8.409 1.801 -5.058
H -5.708 -0.768 -5.499
H -6.957 -0.954 -3.810
H -6.672 0.751 -3.437
H -9.107 0.252 -4.094
H -8.497 -0.073 -5.728
H -8.038 1.905 -5.938
O 9.201 10.221 2.193
C 7.930 9.837 2.459
C 7.453 8.812 1.446
O 6.197 8.431 1.898
H 9.256 11.070 1.749
H 7.768 9.480 3.476
H 7.299 10.723 2.393
H 8.046 7.906 1.324
H 7.440 9.296 0.469
H 5.748 8.010 1.162
O 5.629 -1.943 -1.491
C 5.797 -3.114 -0.623
C 7.108 -3.920 -0.841
O 8.120 -3.320 -0.009
H 4.990 -1.370 -1.060
H 5.753 -2.838 0.431
H 4.922 -3.764 -0.638
H 7.542 -3.859 -1.839
H 7.083 -4.962 -0.520
H 8.045 -2.383 -0.203
O 0.770 1.396 -0.475
C -0.649 1.085 -0.705
C -0.922 -0.443 -0.403
O -0.903 -0.496 0.958
H 0.977 2.268 -0.821
H -1.293 1.663 -0.042
H -0.859 1.359 -1.739
H -0.177 -1.103 -0.847
H -1.856 -0.857 -0.783
H -1.215 -1.338 1.297
O 0.547 -6.730 3.816
C 1.412 -7.612 4.427
C 2.862 -7.616 3.941
O 2.863 -7.931 2.536
H 0.273 -7.155 3.000
H 1.558 -7.334 5.471
H 0.988 -8.617 4.412
H 3.362 -8.385 4.531
H 3.342 -6.654 4.116
H 2.364 -8.738 2.394
O -5.071 -1.690 8.742
C -5.680 -2.686 7.920
C -5.265 -2.634 6.451
O -5.914 -1.631 5.718
H -5.207 -2.032 9.629
H -5.455 -3.701 8.248
H -6.767 -2.679 8.003
H -5.508 -3.575 5.957
H -4.235 -2.287 6.374
H -5.488 -0.818 5.998
O 2.802 0.541 9.079
C 3.333 -0.375 8.133
C 2.450 -0.811 7.003
O 2.329 0.265 6.157
H 1.888 0.758 8.879
H 4.265 -0.068 7.659
H 3.599 -1.301 8.644
H 1.473 -1.059 7.417
H 2.924 -1.608 6.431
H 1.867 0.033 5.348
O -3.571 -8.133 -0.550
C -4.842 -7.508 -0.857
C -5.708 -8.622 -1.366
O -5.210 -9.174 -2.590
H -3.182 -8.531 -1.332
H -5.322 -7.093 0.029
H -4.778 -6.679 -1.561
H -6.728 -8.242 -1.419
H -5.789 -9.375 -0.582
H -5.679 -10.002 -2.712
O -5.994 3.883 -9.091
C -5.414 5.199 -9.045
C -4.062 5.136 -8.310
O -4.109 4.801 -6.888
H -5.290 3.469 -9.596
H -5.288 5.521 -10.079
H -6.008 6.011 -8.626
H -3.577 6.107 -8.406
H -3.410 4.423 -8.815
H -4.554 3.959 -6.768
O 3.538 6.584 -3.423
C 3.959 6.271 -4.759
C 5.338 7.041 -5.052
O 5.206 8.477 -5.245
H 2.776 7.163 -3.490
H 3.926 5.189 -4.884
H 3.286 6.562 -5.565
H 5.805 6.627 -5.946
H 6.038 6.913 -4.227
H 6.042 8.734 -5.639
*
```

---

Model Q:
The following is a DFT calculation (ωB97M-V/def2-TZVPD) of a cluster of 10 separate species, C20H60O20 in total.

Values from the calculation:
Lowest unoccupied orbital energy = 0.10 eV
SMILES string = OCCO.OCCO.OCCO.OCCO.OCCO.OCCO.OCCO.OCCO.OCCO.OCCO
Gap between HOMO and LUMO = 9.48 eV
HOMO energy = -0.3447 Ha

Structure (ORCA input):
```
! wB97M-V def2-TZVPD RIJCOSX def2/J DEFGRID3
* xyz 0 1
O 9.691 25.758 15.624
C 10.082 26.146 16.927
C 11.507 25.680 17.258
O 11.618 24.256 17.460
H 10.221 24.962 15.536
H 10.235 27.221 17.016
H 9.332 25.835 17.655
H 11.646 26.272 18.163
H 12.272 25.957 16.533
H 10.928 23.802 16.970
O 8.857 30.496 13.500
C 8.113 29.374 13.467
C 8.181 28.803 14.929
O 7.483 29.543 15.871
H 8.184 31.169 13.376
H 7.118 29.475 13.035
H 8.660 28.615 12.907
H 9.194 28.549 15.240
H 7.670 27.843 14.864
H 8.072 29.935 16.521
O 5.147 25.710 12.964
C 4.309 24.567 13.214
C 4.563 23.396 12.222
O 5.901 23.123 11.994
H 5.991 25.326 12.717
H 4.474 24.322 14.264
H 3.250 24.821 13.257
H 4.106 23.557 11.246
H 3.959 22.531 12.495
H 6.018 22.305 11.506
O 13.696 24.192 9.799
C 14.020 23.989 11.194
C 12.656 23.655 11.853
O 12.818 23.795 13.241
H 13.645 23.291 9.473
H 14.641 23.103 11.330
H 14.264 24.957 11.632
H 12.386 22.610 11.698
H 11.823 24.278 11.530
H 12.809 24.719 13.500
O 9.620 25.124 12.773
C 8.683 25.726 11.737
C 8.752 24.948 10.402
O 7.962 25.530 9.434
H 9.459 25.545 13.621
H 7.631 25.736 12.023
H 8.987 26.741 11.482
H 8.521 23.928 10.710
H 9.780 25.047 10.055
H 7.073 25.223 9.626
O 5.517 24.505 8.570
C 4.671 23.479 8.035
C 3.159 23.794 8.138
O 2.833 24.955 7.401
H 5.555 25.206 7.914
H 5.047 23.345 7.021
H 4.785 22.515 8.530
H 2.793 23.903 9.158
H 2.511 23.026 7.714
H 2.797 25.595 8.116
O 13.143 28.063 16.156
C 13.388 28.350 14.773
C 13.187 27.014 14.002
O 14.067 26.047 14.325
H 13.721 27.344 16.422
H 12.694 29.081 14.360
H 14.452 28.587 14.795
H 13.043 27.275 12.954
H 12.217 26.526 14.090
H 14.867 26.403 14.717
O 9.696 22.483 16.347
C 10.110 22.063 15.043
C 8.916 22.198 13.993
O 7.879 21.289 14.389
H 8.856 22.081 16.580
H 10.864 22.826 14.848
H 10.639 21.125 15.210
H 9.269 22.033 12.975
H 8.438 23.177 13.970
H 7.036 21.681 14.150
O 6.968 27.945 7.083
C 7.848 26.896 6.579
C 8.247 26.831 5.114
O 8.995 27.967 4.712
H 7.572 28.421 7.658
H 8.724 27.172 7.167
H 7.640 25.869 6.878
H 7.343 26.729 4.514
H 8.872 25.974 4.864
H 8.462 28.754 4.577
O 10.607 25.195 7.141
C 11.648 25.926 7.670
C 11.541 27.432 7.586
O 12.929 27.969 7.847
H 10.021 24.785 7.780
H 11.809 25.621 8.704
H 12.513 25.826 7.015
H 10.727 27.881 8.155
H 11.361 27.600 6.524
H 13.512 27.725 7.124
*
```

---

Unit: hartree. Relative energies: model P 0.0022; model Q 0.0000.

---

Model P:
The following is a DFT calculation (ωB97M-V/def2-TZVPD) of a cluster of 2 separate species, C4H4ClF in total.

Values from the calculation:
Lowest unoccupied orbital energy = 1.04 eV
SMILES string = F/C=C/Cl.C#C
Gap between HOMO and LUMO = 10.42 eV
HOMO energy = -0.3445 Ha

Structure (ORCA input):
```
! wB97M-V def2-TZVPD RIJCOSX def2/J DEFGRID3
* xyz 0 1
F -0.940 -2.191 0.740
C -1.401 -1.278 -0.145
C -1.075 0.002 0.063
Cl -1.446 1.188 -1.120
H -1.897 -1.805 -0.896
H -0.742 0.357 1.020
C 2.080 0.729 -0.420
C 1.539 1.148 0.580
H 2.361 0.405 -1.370
H 1.520 1.445 1.549
*
```

---

Model Q:
The following is a DFT calculation (ωB97M-V/def2-TZVPD) of a structure of composition C4H4ClF.

Values from the calculation:
Lowest unoccupied orbital energy = 0.86 eV
Gap between HOMO and LUMO = 11.22 eV
HOMO energy = -0.3811 Ha

Structure (ORCA input):
```
! wB97M-V def2-TZVPD RIJCOSX def2/J DEFGRID3
* xyz 0 1
C -0.968 -0.250 -0.639
C -0.356 0.923 -0.586
C -0.154 -0.884 0.456
C 0.481 0.550 0.564
F 0.716 -1.872 -0.080
Cl 2.285 0.688 -0.047
H -1.636 -0.876 -1.230
H -0.179 1.874 -1.115
H -0.689 -1.372 1.150
H 0.500 1.218 1.528
*
```

---

Model R:
The following is a DFT calculation (ωB97M-V/def2-TZVPD) of an isolated molecule of C4H4ClF.

Values from the calculation:
Lowest unoccupied orbital energy = 0.84 eV
SMILES string = F/C=C\C=C\Cl
Gap between HOMO and LUMO = 9.75 eV
HOMO energy = -0.3274 Ha

Structure (ORCA input):
```
! wB97M-V def2-TZVPD RIJCOSX def2/J DEFGRID3
* xyz 0 1
F 1.424 -1.430 0.368
C 0.182 -1.184 -0.075
C -0.308 -0.031 -0.503
C 0.446 1.113 -0.062
C 0.968 0.870 1.132
Cl 2.061 1.968 1.881
H -0.318 -2.134 -0.248
H -1.255 0.024 -1.010
H 0.644 1.990 -0.651
H 0.687 0.075 1.795
*
```

---

Unit: hartree. Relative energies: model P 0.0643; model Q 0.0169; model R 0.0000.

---

Model P:
The following is a DFT calculation (ωB97M-V/def2-TZVPD) of an isolated molecule of C5H5ClN2.

Values from the calculation:
Lowest unoccupied orbital energy = 0.81 eV
SMILES string = Clc1cnn2c1CC2
Gap between HOMO and LUMO = 9.67 eV
HOMO energy = -0.3253 Ha

Structure (ORCA input):
```
! wB97M-V def2-TZVPD RIJCOSX def2/J DEFGRID3
* xyz 0 1
Cl 2.440 -0.509 -0.022
C 0.826 -0.016 0.052
C 0.610 1.295 0.059
N -0.636 1.814 0.168
N -1.381 0.599 -0.218
C -0.485 -0.479 -0.137
C -1.545 -1.422 0.198
C -2.581 -0.278 -0.076
H 1.437 1.937 -0.239
H -1.657 -2.342 -0.558
H -1.636 -1.958 1.084
H -3.210 0.090 0.758
H -3.242 -0.566 -0.911
*
```

---

Model Q:
The following is a DFT calculation (ωB97M-V/def2-TZVPD) of an isolated molecule of C5H5ClN2.

Values from the calculation:
Lowest unoccupied orbital energy = 0.71 eV
SMILES string = C=C(Cl)c1ncc[nH]1
Gap between HOMO and LUMO = 9.11 eV
HOMO energy = -0.3086 Ha

Structure (ORCA input):
```
! wB97M-V def2-TZVPD RIJCOSX def2/J DEFGRID3
* xyz 0 1
C -1.816 -1.647 -0.424
C -1.519 -0.427 -0.270
Cl -2.747 0.762 -0.245
C -0.137 -0.001 0.029
N 0.880 -0.820 0.028
C 1.982 -0.058 0.148
C 1.677 1.317 0.242
N 0.336 1.286 0.298
H -2.883 -1.942 -0.106
H -1.048 -2.524 -0.291
H 3.070 -0.439 0.157
H 2.253 2.282 0.215
H -0.049 2.212 0.218
*
```

---

Unit: hartree. Relative energies: model P 0.0919; model Q 0.0000.